No. 1
Entry from OMol25: a molecular structure, C34H33IrN8O4S3 in a non-equilibrium geometry (ωB97M-V/def2-TZVPD).

XYZ file:
```
83
Properties=species:S:1:pos:R:3:forces:R:3
Ir -0.3623 -0.9537 0.7048 -0.6 -0.3 1.9
C -3.1979 0.6791 -0.7766 0.1 -0.1 -0.2
C -1.8121 1.2338 -0.8064 -0.8 0.0 -0.3
N -0.9691 0.9906 0.1354 1.2 -0.2 -0.6
N 0.0551 1.9768 0.1494 -0.3 -0.2 0.4
C 1.2502 1.5860 0.3739 0.0 -0.1 0.1
S 1.7789 -0.0548 0.5948 0.0 0.0 -0.5
S 2.5468 2.7465 0.4459 0.2 0.1 -0.1
C 1.6869 4.3301 0.1710 0.0 0.0 0.0
C 1.1989 4.9719 1.4399 0.0 0.0 0.0
C -0.0930 4.7462 1.9058 0.0 0.0 0.0
C -0.5239 5.3302 3.0885 0.0 0.0 0.0
C 0.3311 6.1437 3.8192 0.0 0.0 0.0
C 1.6189 6.3768 3.3575 0.0 0.0 0.0
C 2.0475 5.7943 2.1744 0.0 0.0 0.0
C -1.4623 2.1327 -1.9170 0.1 0.0 0.1
C -2.3426 3.0545 -2.3935 -0.1 0.6 -0.3
C -1.9958 3.9263 -3.4489 0.0 -0.1 0.1
C -0.7329 3.8613 -4.0664 -0.2 -0.1 0.2
C 0.1553 2.9062 -3.6659 0.0 -0.2 0.3
C -0.1743 1.9493 -2.6037 -0.1 0.2 -0.3
O 0.5610 0.9990 -2.3454 0.3 0.0 -0.1
H -3.3770 0.1216 0.1325 -0.1 0.0 0.0
H -3.8960 1.5188 -0.7835 0.0 0.0 0.0
H -3.4102 0.0836 -1.6651 0.1 -0.1 0.0
H 2.4345 4.9534 -0.3191 0.0 0.0 0.0
H 0.8758 4.1392 -0.5285 0.0 0.0 0.0
H -0.7545 4.1060 1.3362 0.0 0.0 0.0
H -1.5335 5.1549 3.4382 0.0 0.0 0.0
H -0.0074 6.6021 4.7391 0.0 0.0 0.0
H 2.2884 7.0181 3.9158 0.0 0.0 0.0
H 3.0529 5.9834 1.8150 0.0 0.0 0.0
H -3.3115 3.1639 -1.9266 0.0 0.1 0.0
H -2.7091 4.6703 -3.7767 0.0 0.0 0.0
H -0.4824 4.5571 -4.8556 0.0 0.0 0.0
H 1.1306 2.7976 -4.1213 0.0 0.0 0.0
N 4.1294 -3.5618 -4.4416 0.0 0.0 0.1
C 2.8756 -3.2576 -3.9759 0.0 0.0 0.0
C 2.1224 -4.2189 -3.2823 0.0 0.0 0.0
C 0.8768 -3.9052 -2.7895 -0.1 0.0 -0.1
C 0.3657 -2.6164 -2.9468 0.0 -0.1 -0.1
C 1.0831 -1.6700 -3.6674 0.0 0.0 0.1
C 2.3303 -1.9845 -4.1690 0.0 0.0 0.0
S -1.2923 -2.3230 -2.4835 0.1 0.3 -0.2
O -2.0320 -3.5034 -2.8108 -0.1 0.1 0.1
O -1.6945 -1.0394 -3.0005 0.0 -0.2 0.0
N -1.2497 -2.1985 -0.8096 0.1 0.4 0.0
C -2.4364 -2.2920 -0.1294 0.2 -0.1 -0.4
N -3.6081 -2.7476 -0.5595 0.1 -0.1 0.1
C -4.6072 -2.6570 0.3046 0.0 0.0 0.0
C -4.4986 -2.0803 1.5745 0.0 0.0 -0.1
C -3.2622 -1.5856 1.9197 0.1 -0.2 0.1
N -2.2374 -1.7379 1.0855 -0.1 0.1 -0.2
H 4.3927 -4.5287 -4.5118 0.0 0.0 0.0
H 4.5446 -2.9536 -5.1250 0.0 0.0 0.0
H 2.5125 -5.2246 -3.1742 0.0 0.0 0.0
H 0.2731 -4.6636 -2.3069 0.0 0.0 0.0
H 0.6541 -0.6966 -3.8379 0.0 0.1 0.0
H 2.8884 -1.2459 -4.7298 0.0 0.0 0.0
H -5.5615 -3.0411 -0.0390 0.0 0.0 0.0
H -5.3473 -2.0006 2.2355 0.0 0.0 0.0
H -3.0613 -1.0604 2.8463 0.0 0.0 0.0
C 1.2837 0.7244 4.2413 0.0 0.0 0.0
C 0.4624 -0.3510 3.6126 0.1 0.0 0.0
O -0.3864 -0.0820 2.7378 0.2 0.2 -0.5
N 0.6626 -1.6102 4.0032 0.0 0.0 0.0
C -0.1171 -2.7307 3.4954 0.0 0.0 0.0
C 0.5633 -3.3921 2.3285 0.1 0.0 0.0
C 1.1729 -4.6222 2.4890 0.1 0.0 0.0
C 1.9409 -5.1502 1.4619 0.0 0.0 0.1
C 2.0878 -4.4145 0.3047 0.0 0.0 0.0
C 1.4206 -3.2092 0.1891 0.0 0.0 0.1
N 0.6539 -2.7123 1.1692 -0.3 -0.2 0.0
H 0.7555 1.6701 4.1513 0.0 0.0 0.0
H 2.2050 0.8023 3.6562 0.0 0.0 0.0
H 1.5308 0.5186 5.2814 0.0 0.0 0.0
H 1.4014 -1.7948 4.6630 0.0 0.0 0.0
H -1.1039 -2.3699 3.2228 0.0 0.1 0.0
H -0.2298 -3.4516 4.3026 0.0 0.0 0.0
H 1.0629 -5.1481 3.4274 0.0 0.0 0.0
H 2.4287 -6.1087 1.5778 0.0 0.0 0.0
H 2.6944 -4.7579 -0.5205 0.0 0.0 0.0
H 1.4856 -2.6130 -0.7072 0.0 0.0 0.0
```
Forces are in eV/Å.

As for the charge: +1. The value obtained for the electronic energy is -3353.15765 hartree. Its LUMO energy (spin up / spin down) is -2.67 / -4.28 eV. As for the multiplicity: 2. For the relative energy (zero: lowest compared OMol25 entry of this formula, charge and spin), the calculation gives 1.652 eV.

---

No. 2
Entry from OMol25: a molecular structure, C34H33N5O6Y in a non-equilibrium geometry (ωB97M-V/def2-TZVPD).

XYZ file:
```
79
Properties=species:S:1:pos:R:3:forces:R:3
Y -0.6829 1.6306 -0.1194 -1.6 -0.9 -0.3
O -0.7917 0.7400 2.4079 0.1 0.0 -0.1
C -2.0830 0.9713 2.9678 -0.2 0.1 0.4
C -3.1683 0.6964 1.9588 0.0 -0.3 0.2
C -4.3539 0.0880 2.3585 0.2 0.1 0.0
C -5.3463 -0.1411 1.4255 0.2 0.2 -0.1
C -5.1422 0.2876 0.1223 0.1 0.1 0.1
C -3.9423 0.9003 -0.1871 -0.3 0.1 0.0
N -2.9577 1.0818 0.6966 -0.6 -0.2 0.3
H -0.1762 1.3235 2.8788 -0.1 -0.1 -0.2
H -2.1825 2.0194 3.2828 0.1 -0.1 0.0
H -2.2208 0.3288 3.8493 0.0 0.1 -0.2
H -4.4873 -0.2003 3.3894 0.0 -0.1 0.1
H -6.2581 -0.6421 1.7072 -0.1 0.0 0.0
H -5.8978 0.1579 -0.6354 0.0 0.0 -0.1
H -3.7508 1.2710 -1.1881 0.0 -0.1 0.0
O -2.1034 4.5600 2.2854 0.0 0.0 -0.3
C -1.6062 4.0422 1.3034 -0.7 0.9 0.3
O -0.6765 3.1645 1.3046 0.4 0.5 0.5
C -2.1375 4.4222 -0.0860 0.0 0.2 0.4
C -2.7395 5.6570 -0.2838 0.0 -0.2 0.0
C -3.2516 5.9610 -1.5326 0.1 -0.2 0.0
C -3.1604 5.0037 -2.5329 0.0 -0.1 0.0
C -2.5337 3.8019 -2.2526 0.0 0.0 -0.3
N -2.0142 3.5064 -1.0592 0.1 0.3 0.1
H -2.7998 6.3406 0.5469 0.0 0.0 0.1
H -3.7107 6.9181 -1.7245 -0.1 0.1 0.0
H -3.5662 5.1850 -3.5155 0.0 0.0 -0.1
H -2.4324 3.0397 -3.0166 0.0 0.0 0.0
C 1.7675 -6.0824 -0.5071 0.0 -0.3 -0.1
O 1.7298 -4.7379 -0.0839 0.2 0.5 0.3
C 2.7683 -4.2646 0.6740 0.0 0.1 -0.1
C 3.8711 -5.0022 1.0742 -0.2 -0.1 -0.1
C 4.8570 -4.4085 1.8499 0.0 0.1 0.1
C 4.7288 -3.0959 2.2603 0.1 -0.1 0.0
C 3.6145 -2.3564 1.8923 -0.1 -0.1 -0.1
C 2.6485 -2.9144 1.0675 0.3 -0.2 0.1
N 1.4710 -2.2624 0.6696 -0.4 -0.1 -0.1
C 1.2370 -0.9639 0.3265 0.0 0.0 -0.4
N 2.2877 -0.1220 0.2895 0.4 -0.4 0.4
C 2.4643 1.1328 -0.3529 -0.1 0.6 -0.5
C 1.4151 1.9612 -0.7770 2.1 -0.2 -0.5
C 1.7956 3.1379 -1.4510 0.1 -0.1 0.1
C 3.1195 3.4750 -1.6677 -0.2 0.1 -0.1
C 4.1381 2.6421 -1.2301 0.1 -0.2 0.2
C 3.8223 1.4709 -0.5657 -0.1 -0.1 0.1
O 4.7503 0.5747 -0.0913 -0.5 0.1 0.0
C 6.1215 0.8379 -0.3108 0.2 0.0 0.0
N 0.0358 -0.5536 -0.0251 0.7 -0.2 0.2
C -1.0826 -1.3858 -0.1242 -0.3 -0.2 -0.4
C -1.5121 -2.3492 0.7924 0.0 0.2 0.0
C -2.6705 -3.0721 0.5614 0.0 -0.1 0.0
C -3.4082 -2.8783 -0.5935 0.0 0.0 -0.1
C -3.0265 -1.9013 -1.4996 0.2 0.2 0.0
C -1.9019 -1.1420 -1.2457 0.2 -0.1 0.1
O -1.5433 -0.0690 -2.0770 -0.2 -0.2 0.6
C -0.7468 -0.4962 -3.1912 0.2 0.1 -0.4
H 0.8759 -6.2244 -1.1138 0.1 0.0 0.0
H 1.7382 -6.7650 0.3436 0.0 0.0 0.0
H 2.6568 -6.2813 -1.1078 0.0 0.0 0.0
H 3.9731 -6.0414 0.8001 0.0 0.0 -0.1
H 5.7146 -4.9904 2.1497 0.1 0.0 0.0
H 5.4871 -2.6437 2.8793 0.1 0.0 0.1
H 3.4854 -1.3604 2.2856 0.0 0.1 0.0
H 0.7625 -2.9207 0.3627 0.0 0.2 0.1
H 3.1905 -0.5439 0.4820 -0.2 -0.1 0.0
H 1.0323 3.8175 -1.8260 0.0 0.0 0.1
H 3.3737 4.3930 -2.1770 0.0 0.1 -0.1
H 5.1675 2.9120 -1.4075 0.1 0.0 0.0
H 6.4242 1.7891 0.1348 0.0 0.0 0.0
H 6.3608 0.8320 -1.3775 0.0 0.1 0.0
H 6.6576 0.0256 0.1759 0.0 0.1 0.0
H -0.9630 -2.5068 1.7061 0.1 0.0 0.1
H -2.9948 -3.8007 1.2910 0.0 -0.1 0.0
H -4.2836 -3.4717 -0.7939 -0.2 -0.1 0.0
H -3.6020 -1.7156 -2.3943 -0.1 0.1 -0.1
H -1.3915 -0.7580 -4.0366 0.0 0.0 0.2
H -0.1448 -1.3668 -2.9215 0.0 0.1 0.0
H -0.0946 0.3314 -3.4715 0.0 -0.1 0.0
```
Forces are in eV/Å.

As for the charge: +1. The value obtained for the electronic energy is -2078.92435 hartree. Its LUMO energy is -2.39 eV. For the relative energy (zero: lowest compared OMol25 entry of this formula, charge and spin), the calculation gives 0.646 eV.

---

No. 3
Entry from OMol25: a molecular structure, C34H33N5OPSV in a non-equilibrium geometry (ωB97M-V/def2-TZVPD).

XYZ file:
```
76
Properties=species:S:1:pos:R:3:forces:R:3
V -0.0804 -0.9279 -0.2193 -0.1 -1.1 0.2
C 3.9858 -0.2107 1.2736 0.0 -0.1 0.0
C 2.5269 -0.4797 1.0926 -0.1 0.2 0.4
N 1.9812 -0.6721 -0.0535 0.2 0.1 -0.2
N 2.7667 -0.7082 -1.1669 -0.2 0.0 -0.3
C 2.2302 -1.1121 -2.3590 0.1 0.0 0.2
N 3.1013 -1.1671 -3.3747 0.0 0.0 -0.1
S 0.6256 -1.5375 -2.5446 0.0 0.2 -0.2
C 1.5758 -0.5357 2.2291 0.1 0.2 -0.2
C 1.9696 -0.4350 3.5546 -0.1 -0.1 0.1
C 1.0104 -0.5482 4.5503 0.1 0.0 0.0
C -0.3106 -0.7490 4.1936 0.0 0.0 0.0
C -0.6288 -0.8138 2.8480 0.0 0.0 0.0
N 0.2833 -0.7066 1.8870 0.0 0.3 0.0
H 4.3264 0.5591 0.5759 0.0 0.0 0.0
H 4.5715 -1.1177 1.1014 0.0 0.0 0.0
H 4.2090 0.1511 2.2709 0.0 0.0 0.0
H 3.7471 -0.4825 -1.0896 0.0 0.0 0.0
H 4.0935 -1.0567 -3.2521 0.0 0.0 0.0
H 2.7651 -1.4817 -4.2687 0.0 0.0 0.0
H 3.0044 -0.2890 3.8235 0.0 0.0 0.0
H 1.2976 -0.4837 5.5910 0.0 0.0 0.0
H -1.0877 -0.8496 4.9376 0.0 0.0 0.0
H -1.6496 -0.9677 2.5191 0.0 0.0 0.0
O -2.6580 -2.5074 -0.3297 0.2 0.2 0.0
N -2.2447 -1.1852 -0.3258 0.1 0.0 0.1
C -3.2551 -0.4100 -0.4201 0.0 -0.1 0.1
C -3.3280 1.0604 -0.4024 0.0 0.0 0.0
C -4.6429 1.5439 -0.3937 0.0 0.0 0.0
C -4.9230 2.8968 -0.3602 0.0 0.0 0.0
C -3.8819 3.8127 -0.3403 0.0 0.0 0.0
C -2.5764 3.3537 -0.3622 0.0 0.0 0.0
C -2.2780 1.9931 -0.3896 0.0 0.0 0.0
P -0.5232 1.5148 -0.4914 0.1 0.1 -0.1
C 0.0437 2.4529 -1.9513 0.0 0.0 0.0
C -0.1348 1.8519 -3.1966 0.0 0.0 0.0
C 0.1991 2.5294 -4.3596 0.0 0.0 0.0
C 0.7217 3.8125 -4.2899 0.0 0.0 0.0
C 0.8971 4.4214 -3.0552 0.0 0.0 0.0
C 0.5539 3.7496 -1.8914 0.0 0.0 0.0
C 0.2675 2.3482 0.9234 0.0 0.0 0.0
C -0.4350 2.6073 2.0974 0.0 0.0 0.0
C 0.2258 3.0834 3.2216 0.0 0.0 0.0
C 1.5934 3.3141 3.1840 0.0 0.0 0.0
C 2.3019 3.0637 2.0165 0.0 0.0 0.0
C 1.6454 2.5742 0.8977 0.0 0.0 0.0
H -1.8351 -3.0323 -0.2448 -0.1 0.0 0.0
H -4.2188 -0.9096 -0.4909 0.0 0.0 0.0
H -5.4605 0.8345 -0.4124 0.0 0.0 0.0
H -5.9508 3.2333 -0.3541 0.0 0.0 0.0
H -4.0836 4.8751 -0.3173 0.0 0.0 0.0
H -1.7640 4.0702 -0.3640 0.0 0.0 0.0
H -0.5410 0.8504 -3.2574 0.0 0.0 0.0
H 0.0479 2.0546 -5.3202 0.0 0.0 0.0
H 0.9848 4.3415 -5.1964 0.0 0.0 0.0
H 1.2939 5.4265 -2.9974 0.0 0.0 0.0
H 0.6841 4.2432 -0.9364 0.0 0.0 0.0
H -1.5053 2.4419 2.1345 0.0 0.0 0.0
H -0.3330 3.2863 4.1260 0.0 0.0 0.0
H 2.1032 3.7003 4.0569 0.0 0.0 0.0
H 3.3662 3.2606 1.9752 0.0 0.0 0.0
H 2.2052 2.3858 -0.0123 0.0 0.0 0.0
C 0.4132 -3.1082 0.3155 0.3 -0.3 0.2
C -0.2449 -4.3549 -0.1824 -0.2 -0.1 -0.1
C -1.1872 -5.0346 0.6028 0.0 0.0 0.0
C -1.8508 -6.1640 0.1421 0.0 0.0 0.0
C -1.5893 -6.6631 -1.1237 0.0 0.0 0.0
C -0.6439 -6.0204 -1.9126 0.0 0.0 0.0
C 0.0126 -4.8910 -1.4515 0.0 0.0 0.0
H 1.4627 -3.1637 -0.0095 -0.1 0.1 -0.1
H 0.4718 -3.2220 1.4074 -0.1 0.3 0.0
H -1.3948 -4.6727 1.6055 0.0 0.0 0.0
H -2.5686 -6.6588 0.7846 0.0 0.0 0.0
H -2.1018 -7.5438 -1.4863 0.0 0.0 0.0
H -0.4101 -6.4062 -2.8975 0.0 0.0 0.0
H 0.7550 -4.4183 -2.0840 0.0 0.0 0.0
```
Forces are in eV/Å.

As for the charge: +1. The value obtained for the electronic energy is -3347.79771 hartree. Its LUMO energy (spin up / spin down) is -3.10 / -3.27 eV. As for the multiplicity: 4. For the relative energy (zero: lowest compared OMol25 entry of this formula, charge and spin), the calculation gives 0.000 eV.

---

No. 4
Entry from OMol25: a molecular structure, C34H34As2Br2N5OSeTeTi in a non-equilibrium geometry (ωB97M-V/def2-TZVPD).

XYZ file:
```
81
Properties=species:S:1:pos:R:3:forces:R:3
Ti 0.1363 0.0119 0.1532 1.5 -0.3 0.5
Se -6.9151 1.9137 -2.1074 0.0 0.0 0.0
N -5.5705 2.8361 -1.3920 -0.1 -0.2 -0.1
C -4.6126 1.9749 -1.1728 0.4 0.2 0.2
C -3.3230 2.3415 -0.5751 -0.5 0.4 -0.1
C -3.0483 3.6287 -0.0948 -0.3 -0.1 -0.2
C -1.8398 3.8829 0.5041 0.3 -0.1 0.1
C -0.9064 2.8543 0.5821 0.0 0.1 0.0
N -1.1469 1.6383 0.0979 -0.4 0.5 -0.1
C -2.3521 1.3704 -0.4442 -0.1 -0.8 -0.2
C -2.6175 -0.0404 -0.8257 0.3 0.8 0.2
N -1.6123 -0.9197 -0.6288 -0.5 0.0 -0.2
C -1.8500 -2.2087 -0.8415 -0.1 0.0 -0.1
C -3.0772 -2.6767 -1.3117 0.3 -0.1 0.1
C -4.0786 -1.7765 -1.5656 -0.2 0.2 -0.1
C -3.8496 -0.4170 -1.3148 -0.6 -0.1 -0.2
C -4.8723 0.6140 -1.5360 0.3 -0.3 0.1
N -6.0439 0.3616 -2.0563 0.0 0.3 0.1
H -3.8059 4.3973 -0.1893 0.0 0.0 0.0
H -1.6043 4.8552 0.9129 0.0 0.0 0.0
H 0.0627 2.9882 1.0460 0.0 0.0 0.0
H -1.0367 -2.8915 -0.6430 0.0 0.0 0.0
H -3.2178 -3.7372 -1.4674 0.0 0.0 0.0
H -5.0444 -2.0889 -1.9435 0.0 0.0 0.0
C 2.4509 3.0917 3.0553 0.0 0.0 0.0
C 1.6313 2.0747 3.7955 0.1 0.2 0.2
C 1.5887 2.1313 5.2121 0.1 0.1 -0.1
C 0.7843 1.2778 5.8938 -0.1 -0.1 0.0
C 0.0148 0.3294 5.1775 0.0 0.0 0.2
C -0.9278 -0.5498 5.7798 0.1 0.1 0.0
Br -1.2117 -0.5106 7.6339 0.0 0.0 0.2
C -1.6586 -1.4123 5.0255 0.0 -0.1 -0.2
C -1.4403 -1.4688 3.6306 -0.3 -0.4 0.4
Br -2.4475 -2.7041 2.6281 0.0 0.0 -0.1
C -0.5175 -0.6803 3.0234 0.3 0.1 -0.7
O -0.2658 -0.7629 1.6947 -0.4 0.1 1.1
C 0.1941 0.2862 3.7829 0.0 0.2 0.0
N 0.9774 1.1730 3.1050 -0.1 -0.2 -0.2
H 2.5307 4.0173 3.6238 0.0 0.0 0.0
H 2.0111 3.3032 2.0820 0.0 0.0 0.0
H 3.4636 2.7173 2.8923 0.0 0.0 0.0
H 2.1803 2.8727 5.7327 0.0 0.0 0.0
H 0.7085 1.3247 6.9714 0.0 0.0 0.0
H -2.3952 -2.0595 5.4794 0.0 0.0 0.0
C 1.5272 -3.3511 1.1918 0.0 0.0 0.1
As 1.8823 -1.9801 -0.1172 -0.2 -0.3 -0.5
C 3.8035 -2.0247 -0.2166 0.2 0.1 0.1
C 1.3968 -2.8313 -1.7953 0.0 -0.1 0.0
C 1.6559 -4.1854 -1.9988 0.0 0.0 -0.1
C 1.2590 -4.8143 -3.1698 0.0 0.0 0.0
C 0.5997 -4.0896 -4.1537 0.0 0.0 0.0
C 0.3524 -2.7379 -3.9666 0.0 0.0 0.0
C 0.7449 -2.1018 -2.7901 -0.1 0.0 -0.1
As 0.4638 -0.1747 -2.6321 0.1 -0.5 0.0
C 1.8070 0.3703 -3.9098 0.0 0.2 -0.1
C -1.1363 0.0873 -3.6941 -0.1 0.1 0.0
H 2.1230 -4.2368 0.9874 0.0 -0.1 0.0
H 0.4678 -3.5982 1.2029 0.0 0.0 0.0
H 1.7952 -2.9527 2.1692 0.0 0.0 0.0
H 4.1117 -3.0653 -0.2927 0.1 0.0 0.0
H 4.2314 -1.5864 0.6833 0.0 0.0 0.0
H 4.1405 -1.4756 -1.0919 0.0 0.0 0.0
H 2.1692 -4.7643 -1.2411 0.0 0.0 0.0
H 1.4647 -5.8667 -3.3144 0.0 0.0 0.0
H 0.2859 -4.5745 -5.0690 0.0 0.0 0.0
H -0.1490 -2.1861 -4.7523 0.0 0.0 0.0
H 1.6202 -0.1953 -4.8199 0.1 0.0 -0.1
H 2.7957 0.1440 -3.5235 0.1 0.0 0.0
H 1.7304 1.4365 -4.1143 0.0 0.0 0.0
H -0.8631 0.1152 -4.7461 -0.1 0.0 0.0
H -1.6007 1.0360 -3.4281 0.0 0.0 0.0
H -1.8427 -0.7213 -3.5180 0.0 0.0 0.0
C 4.3168 2.7799 0.0837 0.0 0.1 0.3
Te 2.7391 1.5929 -0.6567 -0.3 -0.2 -0.3
C 1.8443 3.2212 -1.6872 0.0 0.1 0.0
H 4.8063 3.1703 -0.8032 0.1 0.1 0.1
H 4.9979 2.1427 0.6412 0.0 0.0 0.0
H 3.9313 3.5750 0.7125 0.1 0.1 0.0
H 1.5843 3.9940 -0.9678 0.0 0.0 0.0
H 0.9457 2.8763 -2.1941 0.0 0.0 0.0
H 2.5531 3.6093 -2.4143 0.0 0.0 0.0
```
Forces are in eV/Å.

As for the charge: +2. The value obtained for the electronic energy is -14803.16174 hartree. Its LUMO energy (spin up / spin down) is -6.11 / -6.06 eV. As for the multiplicity: 2. For the relative energy (zero: lowest compared OMol25 entry of this formula, charge and spin), the calculation gives 0.835 eV.